1.
ORCA calculation (ωB97M-V/def2-TZVPD) on 6 unconnected molecules or ions with the total composition C34H45F9O12S5 at a distorted geometry.

Geometry as ORCA input:
```
! wB97M-V def2-TZVPD RIJCOSX def2/J DEFGRID3
* xyz 0 1
O -2.4757 -2.1688 1.1353
C -3.1487 -1.6258 0.2737
C -4.5829 -1.9836 0.0659
C -5.1887 -1.8337 -1.1034
C -6.6440 -2.1905 -1.2892
F -6.9836 -2.3010 -2.5729
F -6.8329 -3.4265 -0.7448
C -7.6384 -1.2519 -0.5507
F -8.7589 -1.9725 -0.3139
F -7.1861 -0.8575 0.6450
C -8.0874 -0.0293 -1.3731
F -8.8313 -0.3951 -2.4083
F -6.9775 0.5799 -1.8407
C -8.9090 1.0357 -0.5408
F -8.1275 2.0547 -0.2126
F -9.8709 1.5313 -1.3316
F -9.5098 0.5190 0.5203
C -4.3390 -1.3238 -2.2432
O -4.4995 -1.6578 -3.4014
C -3.2245 -0.3979 -1.8590
C -2.7643 0.5688 -2.7072
C -1.7496 1.3747 -2.2690
C -1.1773 1.2334 -1.0401
C -1.6132 0.2371 -0.2033
C -2.6347 -0.5548 -0.6199
H -5.1611 -2.3487 0.9058
H -3.1952 0.6844 -3.6951
H -1.4119 2.1535 -2.9415
H -0.3732 1.8821 -0.7281
H -1.2154 0.0625 0.7836
O -0.4316 2.5207 -5.3495
S -0.8648 1.2233 -5.8135
O -2.1508 0.6902 -5.4277
C -0.6847 1.1626 -7.5921
C 0.7414 0.6548 -7.8005
C 0.9373 -0.4811 -6.7844
C 0.4031 0.0195 -5.4414
H -0.8642 2.1500 -8.0119
H -1.4180 0.4532 -7.9753
H 0.8969 0.3141 -8.8235
H 1.4547 1.4574 -7.5994
H 0.3697 -1.3579 -7.1030
H 1.9786 -0.7787 -6.7035
H -0.0388 -0.7778 -4.8500
H 1.1676 0.5270 -4.8602
O 1.8631 -2.5438 -4.5111
S 2.8813 -1.7461 -3.8688
O 3.2308 -0.4308 -4.3537
C 2.5041 -1.6528 -2.1288
C 3.2038 -2.8601 -1.5211
C 4.5825 -2.9186 -2.1915
C 4.3702 -2.7342 -3.7033
H 1.4238 -1.6607 -1.9945
H 2.9250 -0.7235 -1.7438
H 3.2700 -2.7701 -0.4487
H 2.6503 -3.7755 -1.7517
H 5.2058 -2.1129 -1.8098
H 5.0929 -3.8578 -1.9783
H 5.1973 -2.2067 -4.1722
H 4.2012 -3.6831 -4.2097
O 4.7779 -1.7466 0.5651
S 5.7608 -0.9147 1.2259
O 6.0874 0.3946 0.7173
C 5.3303 -0.7926 2.9505
C 6.0421 -1.9713 3.6028
C 7.4426 -2.0152 2.9752
C 7.2701 -1.8636 1.4573
H 4.2511 -0.8248 3.0593
H 5.7179 0.1527 3.3181
H 6.0845 -1.8589 4.6848
H 5.5094 -2.8990 3.3797
H 8.0405 -1.1876 3.3618
H 7.9664 -2.9387 3.2192
H 8.0985 -1.3277 1.0007
H 7.1382 -2.8270 0.9673
O -0.9965 2.0445 2.4370
S -2.2748 1.8206 3.0699
O -3.5046 1.8470 2.3237
C -2.1869 0.2968 4.0030
C -1.6787 0.7251 5.3752
C -2.4443 2.0089 5.7250
C -2.4087 2.9165 4.4883
H -1.5295 -0.4060 3.4943
H -3.1956 -0.1103 4.0646
H -1.8349 -0.0550 6.1187
H -0.6080 0.9344 5.3261
H -3.4786 1.7594 5.9691
H -2.0165 2.5116 6.5917
H -3.3124 3.5125 4.3902
H -1.5354 3.5665 4.4897
O 4.2492 1.0453 4.9705
S 2.9418 1.2534 4.3970
O 2.2082 0.1807 3.7723
C 1.9113 2.0369 5.6304
C 2.1435 3.5300 5.4219
C 2.1358 3.7455 3.9022
C 3.0185 2.6567 3.2798
H 2.1957 1.6856 6.6198
H 0.8788 1.7643 5.4163
H 1.3789 4.1252 5.9195
H 3.1143 3.8172 5.8321
H 1.1149 3.6506 3.5248
H 2.4928 4.7385 3.6336
H 2.6586 2.3487 2.3010
H 4.0588 2.9702 3.2105
*
```

Results
- total energy (Eh) = -5115.13385
- highest occupied orbital energy (eV) = -9.35
- orbital gap (eV) = 8.58



2.
ORCA calculation (ωB97M-V/def2-TZVPD) on a molecular structure, C34H45FN3NdO5S4 at a distorted geometry.

Geometry as ORCA input:
```
! wB97M-V def2-TZVPD RIJCOSX def2/J DEFGRID3
* xyz 2 4
Nd -0.2488 -0.4041 2.5997
C 1.5915 -4.0270 1.6990
C 2.9175 -3.3882 2.0864
S 2.8619 -1.5909 2.0946
C 3.9996 -1.3112 3.4569
C 3.9148 0.1169 3.9793
S 2.2777 0.6980 4.4013
C 1.9815 0.0598 6.0543
C 1.4612 -1.3730 6.1476
S -0.1813 -1.5318 5.4426
C -0.3337 -3.3258 5.3211
C 0.5884 -4.0138 4.3152
S 0.1596 -3.5273 2.6471
H 1.6848 -5.1129 1.7415
H 1.3223 -3.7693 0.6733
H 3.6903 -3.7286 1.3972
H 3.2191 -3.7119 3.0826
H 5.0155 -1.5202 3.1200
H 3.7590 -2.0224 4.2482
H 4.2690 0.8208 3.2249
H 4.5620 0.2335 4.8494
H 1.2703 0.7529 6.5074
H 2.9096 0.1463 6.6215
H 1.3946 -1.6724 7.1944
H 2.1387 -2.0560 5.6391
H -1.3810 -3.5079 5.0755
H -0.1669 -3.7371 6.3170
H 0.4730 -5.0940 4.4152
H 1.6311 -3.7713 4.5230
C -4.7776 0.1718 -3.6314
C -4.5535 -1.1977 -3.0225
N -3.3256 -1.2783 -2.1937
C -3.4360 -1.1001 -0.8593
C -2.3882 -1.1372 -0.0045
C -2.4082 -0.7594 1.4376
O -2.2839 0.4678 1.6890
O -2.1653 -1.6350 2.3136
C -1.0615 -1.3330 -0.4952
O -0.0698 -1.3342 0.2796
C -0.9368 -1.4718 -1.9338
C 0.3327 -1.6253 -2.5152
C 0.4451 -1.7427 -3.8601
F 1.6717 -1.8421 -4.4273
C -0.6718 -1.7324 -4.7150
C -1.9178 -1.5768 -4.1470
C -2.0668 -1.4339 -2.7578
N -0.5603 -1.8896 -6.1132
C -1.1848 -0.9305 -7.0050
C -0.1669 0.0307 -7.5881
N 0.9105 -0.7811 -8.2912
C 1.5734 -1.7794 -7.3501
C 0.4911 -2.6564 -6.7559
H -5.6834 0.1668 -4.2390
H -3.9420 0.4775 -4.2648
H -4.8996 0.9280 -2.8533
H -4.5011 -1.9822 -3.7735
H -5.3719 -1.4690 -2.3614
H -4.4462 -0.9320 -0.5059
H 1.2154 -1.6217 -1.8865
H -2.7838 -1.6053 -4.7924
H -1.9404 -0.3490 -6.4852
H -1.6913 -1.4597 -7.8210
H 0.3471 0.5969 -6.8137
H -0.5903 0.7121 -8.3222
H 1.6112 -0.1607 -8.6958
H 0.4901 -1.2861 -9.0742
H 2.0797 -1.1851 -6.5952
H 2.2999 -2.3366 -7.9369
H 0.9421 -3.3647 -6.0696
H 0.0340 -3.2448 -7.5614
C -0.0322 7.8642 1.9097
C -0.0431 6.3682 2.0946
C -0.2320 5.5129 1.0175
C -0.2283 4.1315 1.1606
C -0.4742 3.3077 -0.0875
C -0.0496 3.5950 2.4489
C 0.0948 4.4367 3.5685
C 0.2495 3.9518 4.9944
C 0.1118 5.8085 3.3575
C 0.0367 2.1364 2.6161
O -0.4158 1.5564 3.6557
O 0.5710 1.3989 1.6943
H 0.0565 8.1363 0.8583
H 0.7958 8.3205 2.4540
H -0.9523 8.3130 2.2904
H -0.3909 5.9339 0.0294
H -0.9704 3.9332 -0.8289
H -1.1033 2.4396 0.1019
H 0.4589 2.9438 -0.5200
H 1.0831 3.2565 5.1091
H -0.6472 3.4406 5.3401
H 0.4338 4.8048 5.6443
H 0.2468 6.4608 4.2145
*
```

Results
- ΔE to the lowest compared entry with this formula, charge and spin (eV) = 0.000
- total energy (Eh) = -4116.82780
- highest occupied orbital energy (spin up / spin down) (eV) = -12.02 / -12.02
- orbital gap (spin up / spin down) (eV) = 7.23 / 7.23



3.
ORCA calculation (ωB97M-V/def2-TZVPD) on a molecular structure, C34H45HgN5O2P2S at a distorted geometry.

Geometry as ORCA input:
```
! wB97M-V def2-TZVPD RIJCOSX def2/J DEFGRID3
* xyz -1 2
Hg -0.0586 -0.0959 -0.5779
C 4.1625 2.3589 0.9624
C 3.0203 2.0256 0.0073
C 1.8432 2.9830 0.2144
P 2.4059 0.3031 0.0717
C 3.5460 -0.7719 -0.8855
C 3.2283 -2.2303 -0.5725
C 5.0466 -0.5067 -0.7873
C 2.4252 -0.2905 1.7945
C 3.6255 -0.5139 2.4758
C 3.6813 -1.0557 3.7449
C 2.4768 -1.4000 4.3592
C 1.2763 -1.1941 3.7274
C 1.1910 -0.6246 2.4242
N 0.0029 -0.5163 1.7792
C -1.1943 -0.3138 2.4054
C -1.3267 0.3652 3.6363
C -2.5631 0.5890 4.2060
C -3.7313 0.1678 3.5763
C -3.6218 -0.4672 2.3506
C -2.3880 -0.7202 1.7532
P -2.2636 -1.4494 0.0885
C -3.8836 -1.1045 -0.7088
C -4.1030 0.3983 -0.8766
C -3.9317 -1.7949 -2.0744
C -2.2270 -3.2711 0.3777
C -0.9555 -3.6406 1.1427
C -3.4717 -3.8178 1.0678
H 4.4499 3.4044 0.8239
H 5.0495 1.7443 0.8063
H 3.8470 2.2357 1.9996
H 3.3689 2.1195 -1.0287
H 1.3831 2.8228 1.1947
H 1.0585 2.8499 -0.5288
H 2.1935 4.0171 0.1772
H 3.2314 -0.5612 -1.9158
H 3.5166 -2.4784 0.4519
H 3.7741 -2.8851 -1.2515
H 2.1657 -2.4557 -0.6885
H 5.4326 -0.7133 0.2117
H 5.3043 0.5193 -1.0538
H 5.5785 -1.1672 -1.4777
H 4.5553 -0.2474 1.9909
H 4.6309 -1.2141 4.2379
H 2.4823 -1.8498 5.3465
H 0.3562 -1.4909 4.2130
H -0.4351 0.7316 4.1275
H -2.6192 1.1183 5.1507
H -4.7020 0.3525 4.0166
H -4.5278 -0.7631 1.8343
H -4.6760 -1.5225 -0.0800
H -3.3789 0.8210 -1.5741
H -4.0006 0.9535 0.0557
H -5.1060 0.5739 -1.2748
H -3.1976 -1.3545 -2.7514
H -4.9141 -1.6437 -2.5274
H -3.7546 -2.8714 -2.0183
H -2.1533 -3.7045 -0.6258
H -0.9927 -3.2524 2.1634
H -0.0600 -3.2299 0.6736
H -0.8544 -4.7278 1.1964
H -3.6528 -3.2995 2.0126
H -3.3409 -4.8799 1.2938
H -4.3645 -3.7182 0.4481
N 2.1746 -5.4163 -3.2240
C 1.6847 -4.1249 -3.4712
C 0.4005 -3.7666 -3.0590
C -0.0602 -2.4767 -3.2485
C 0.7554 -1.5053 -3.8155
C 2.0307 -1.8595 -4.2273
C 2.4885 -3.1601 -4.0672
S 0.1512 0.1389 -4.1804
O 1.3272 0.8758 -4.6029
O -0.8842 -0.0287 -5.1744
N -0.3944 0.5622 -2.7562
C -0.9653 1.8294 -2.4763
N -1.2435 2.6860 -3.4066
C -1.7920 3.8966 -2.9411
C -2.0135 4.1046 -1.5923
C -1.6915 3.1265 -0.6731
N -1.1298 1.9276 -1.1263
H 1.4566 -6.1167 -3.1268
H 2.8928 -5.7177 -3.8635
H -0.2399 -4.5081 -2.5914
H -1.0663 -2.2180 -2.9541
H 2.6531 -1.1029 -4.6881
H 3.4907 -3.4248 -4.3891
H -2.0331 4.6379 -3.6890
H -2.4482 5.0380 -1.2493
H -1.8541 3.2257 0.3911
*
```

Results
- ΔE to the lowest compared entry with this formula, charge and spin (eV) = 0.419
- total energy (Eh) = -2981.20875
- highest occupied orbital energy (spin up / spin down) (eV) = -1.33 / -4.50
- orbital gap (spin up / spin down) (eV) = 3.79 / 6.97